--- P ---
Computed, not measured: C3H4FO3 as an isolated structure, with ωB97M-V/def2-TZVPD.

Structure (ORCA input):
```
! RIJCOSX wB97M-V def2-TZVPD def2/J DEFGRID3
* xyz -1 1
H 0.5716 0.8511 -1.7824
O -1.8493 0.0980 1.2043
H 0.2114 -1.9956 0.1279
F 1.2038 0.3309 1.1951
C 0.3263 1.1674 -0.8102
C 0.4349 -0.0830 0.0901
O -0.8802 -1.9065 0.8313
C -0.9653 -0.6356 0.8740
H 0.7869 2.0993 -0.4563
O 0.9402 -1.2304 -0.4227
H -0.7803 1.3045 -0.8513
*
```

Properties
HOMO energy: -4.3 eV
Lowest unoccupied orbital energy: 4.326 eV
Molecular weight: 107.060 u
HOMO-LUMO gap: 8.58 eV

--- Q ---
Computed, not measured: a 2-piece molecular cluster, C3H4FO3 overall, with ωB97M-V/def2-TZVPD.

Structure (ORCA input):
```
! RIJCOSX wB97M-V def2-TZVPD def2/J DEFGRID3
* xyz -1 1
H 1.4293 -0.5637 0.8231
C 0.4497 -0.2745 0.5527
O 0.3362 0.4731 -0.7384
C -0.9881 0.9500 -0.8805
C -2.7193 -0.3478 0.0001
H -0.0293 -1.2713 0.3206
H 0.0804 0.2091 1.3825
O -3.2076 -0.8367 -0.9180
O -2.8701 -0.1168 1.1754
F -1.0730 2.2549 -0.2809
H -1.2432 1.0659 -1.8557
*
```

Properties
HOMO energy: -2.6 eV
Lowest unoccupied orbital energy: 4.167 eV
Molecular weight: 107.060 u
HOMO-LUMO gap: 6.74 eV

Most stable pick: P. Distance to second place: 243.8 kJ/mol.